{
  "formula": "C8H8N2S",
  "method": "ωB97M-V/def2-TZVPD",
  "homo_lumo_gap_ev": [6.3, 6.3],
  "smiles": "NC=C=N[C@H]1C=CC=CC1=S",
  "e_homo_ev": [-7.389, -7.389],
  "elements": ["C", "C", "C", "C", "C", "C", "C", "C", "N", "N", "S", "H", "H", "H", "H", "H", "H", "H", "H"],
  "positions_angstrom": [[-1.621, -0.739, 0.040], [2.679, -0.720, -0.151], [2.714, 0.541, -0.806], [1.697, -0.967, 0.691], [1.706, 1.490, -0.472], [0.515, -0.121, 1.029], [0.522, 1.168, 0.249], [-2.750, -0.738, -0.605], [-0.709, -1.051, 0.803], [-3.760, -0.091, -0.005], [-0.853, 2.025, 0.084], [3.191, -1.714, -0.449], [3.555, 0.867, -1.381], [1.649, -1.923, 1.262], [1.829, 2.467, -0.972], [0.475, -0.041, 2.195], [-2.879, -1.416, -1.482], [-3.400, 0.686, 0.500], [-4.560, 0.277, -0.533]],
  "nbo_charge": [0.30, -0.29, -0.13, -0.09, -0.25, -0.20, -0.15, -0.15, -0.40, -0.80, 0.01, 0.24, 0.22, 0.21, 0.23, 0.26, 0.23, 0.38, 0.38]
}

=====

{
  "formula": "C8H8N2S6V",
  "method": "ωB97M-V/def2-TZVPD",
  "homo_lumo_gap_ev": [6.7, 7.3],
  "multiplicity": 3,
  "e_homo_ev": [-11.157, -11.154],
  "charge": 1,
  "elements": ["V", "S", "S", "S", "S", "C", "C", "N", "C", "C", "S", "C", "C", "S", "C", "N", "C", "H", "H", "H", "H", "H", "H", "H", "H"],
  "positions_angstrom": [[0.271, 1.176, 0.064], [-0.242, 3.302, -0.378], [-0.612, 4.157, 1.456], [-1.323, 2.552, 2.537], [0.190, 1.154, 2.299], [3.736, 0.307, 0.486], [2.709, -0.732, 0.188], [1.428, -0.481, -0.014], [0.688, -1.642, -0.250], [1.426, -2.765, -0.229], [3.059, -2.387, 0.100], [-0.742, -1.430, -0.516], [-1.720, -2.311, -0.786], [-3.190, -1.480, -1.038], [-2.457, 0.018, -0.759], [-1.162, -0.095, -0.515], [-3.236, 1.284, -0.779], [3.293, 1.298, 0.479], [4.537, 0.280, -0.252], [4.172, 0.141, 1.470], [1.107, -3.784, -0.384], [-1.658, -3.387, -0.846], [-4.268, 1.094, -1.062], [-2.793, 1.988, -1.481], [-3.212, 1.743, 0.210]],
  "mulliken_spin": [2.19, -0.15, 0.00, 0.01, -0.11, 0.01, 0.02, -0.02, 0.03, 0.00, 0.01, 0.03, 0.00, 0.00, 0.01, -0.03, 0.00, -0.01, 0.00, 0.00, 0.00, 0.00, 0.00, 0.00, 0.00]
}

=====

Ordered energy relative to the best compared isomer or geometry (same formula, charge and spin) results: 5.094; 0.000; unit eV.
Ordered molar mass results: 164.233; 375.512; unit g/mol.
Ordered total energy results: -22236.948; -102101.432; unit eV.